Record 1
{"formula": "C22H61N24O12SSi", "method": "ωB97M-V/def2-TZVPD", "homo_ev": -11.1, "fmax_ev_per_a": 11.626, "lumo_energy_ev": -2.77, "gap_ev": 8.30, "e_tot_ev": -102841.527, "molar_mass_g_mol": 914.04, "spin_multiplicity": 1, "total_charge": 1, "elements": ["C", "N", "C", "Si", "C", "C", "C", "C", "N", "N", "C", "O", "O", "C", "C", "N", "C", "C", "S", "C", "N", "N", "C", "O", "H", "H", "H", "H", "H", "H", "H", "H", "H", "H", "H", "H", "H", "H", "H", "H", "H", "H", "H", "H", "H", "H", "H", "H", "H", "C", "O", "N", "N", "H", "H", "H", "H", "C", "O", "N", "N", "H", "H", "H", "H", "C", "O", "N", "N", "H", "H", "H", "H", "C", "O", "N", "N", "H", "H", "H", "H", "C", "O", "N", "N", "H", "H", "H", "H", "C", "O", "N", "N", "H", "H", "H", "H", "C", "O", "N", "N", "H", "H", "H", "H", "C", "O", "N", "N", "H", "H", "H", "H", "C", "O", "N", "N", "H", "H", "H", "H"], "coordinates": [[0.4509, 0.4169, 1.0233], [1.6548, -0.2106, 0.3605], [1.6420, -1.6667, -0.0466], [0.2114, -2.8312, 0.4973], [0.4089, -4.6528, -0.2104], [-1.5003, -2.1523, -0.1202], [0.3085, -3.0343, 2.4328], [2.1878, -1.7918, -1.6146], [1.4215, -2.6706, -2.5782], [3.6385, -2.2806, -1.7824], [4.0705, -1.5779, -2.9133], [4.4815, -0.8272, -3.9721], [2.3153, -0.3407, -1.8934], [2.3214, 0.6165, -0.7378], [1.4736, 1.8785, -1.3978], [1.5953, 3.1736, -0.6253], [3.9546, 0.9310, -0.5639], [4.2147, 1.8684, 0.7914], [5.6157, 1.0995, 1.7662], [5.0058, 0.0962, 3.2270], [4.2759, 0.5207, 4.4877], [4.0926, -0.6303, 5.2459], [4.7158, -1.7922, 4.5020], [5.2902, -1.3770, 3.1935], [0.1655, -0.0602, 2.0704], [-0.4934, 0.5211, 0.3084], [0.7604, 1.5415, 1.2772], [2.3879, -0.2103, 1.1209], [2.5729, -2.1086, 0.5548], [1.4846, -5.0954, -0.0109], [0.1166, -4.6349, -1.3541], [-0.3605, -5.3563, 0.3702], [-2.2653, -3.0143, -0.3373], [-1.2918, -1.4909, -1.0687], [-1.9539, -1.4728, 0.7474], [0.3018, -2.0206, 3.0172], [1.3048, -3.6001, 2.7624], [-0.5850, -3.6951, 2.8520], [1.9936, -3.5647, -2.6590], [1.3940, -2.2880, -3.5486], [0.3473, 1.5884, -1.6585], [1.9876, 2.0759, -2.4568], [0.7889, 3.8184, -0.7770], [2.5166, 3.6496, -0.7774], [4.2957, 1.5459, -1.5215], [4.5752, -0.0781, -0.4607], [3.1855, 1.8278, 1.3939], [4.4095, 3.0002, 0.4795], [4.7326, -2.9078, 4.8992], [3.2198, 6.2912, -2.0263], [2.6747, 5.2097, -2.1802], [4.5570, 6.4373, -2.0187], [2.5319, 7.4339, -1.8502], [5.0242, 7.3195, -1.8934], [5.1123, 5.6015, -2.1480], [1.5225, 7.3682, -1.8493], [2.9630, 8.3339, -1.7219], [4.8965, -4.6479, 1.5468], [4.3153, -4.6741, 2.6202], [5.1647, -5.7590, 0.8376], [5.3210, -3.5054, 0.9773], [5.6422, -5.7576, -0.0480], [4.8622, -6.6407, 1.2309], [5.1391, -2.6458, 1.4785], [5.8012, -3.4637, 0.0942], [-1.2951, 7.6576, -1.2842], [-0.5013, 6.9939, -1.9323], [-1.1351, 7.9056, 0.0282], [-2.4010, 8.2005, -1.8246], [-1.7777, 8.4498, 0.5787], [-0.3152, 7.5150, 0.4741], [-2.5593, 8.0379, -2.8104], [-3.0663, 8.7500, -1.3073], [-3.1395, 2.0997, 0.1416], [-2.3317, 1.5754, 0.8921], [-4.1513, 2.8679, 0.5839], [-3.0901, 1.9560, -1.1951], [-4.8263, 3.3080, -0.0185], [-4.2247, 3.0017, 1.5840], [-2.3435, 1.3853, -1.5696], [-3.7461, 2.3797, -1.8293], [-5.3485, -3.3761, 0.3848], [-5.2581, -2.4374, -0.3906], [-4.7169, -3.4022, 1.5722], [-6.0880, -4.4686, 0.1211], [-4.7792, -4.1660, 2.2240], [-4.1495, -2.5990, 1.8097], [-6.5799, -4.4894, -0.7625], [-6.1747, -5.2515, 0.7471], [9.0469, -2.8019, 4.1198], [9.8546, -3.3262, 4.8703], [8.0351, -2.0337, 4.5622], [9.0963, -2.9457, 2.7831], [7.3601, -1.5937, 3.9597], [7.9616, -1.8999, 5.5623], [9.8428, -3.5163, 2.4086], [8.4402, -2.5219, 2.1489], [-0.7927, 1.4790, -4.4164], [-1.3739, 1.4528, -3.3431], [-0.5245, 0.3679, -5.1256], [-0.3682, 2.6215, -4.9860], [-0.0470, 0.3693, -6.0112], [-0.8270, -0.5138, -4.7323], [-0.5501, 3.4811, -4.4848], [0.1121, 2.6632, -5.8690], [-7.8564, 2.5837, 0.0130], [-7.6073, 3.5776, -0.6507], [-7.0758, 1.4882, 0.0034], [-8.9340, 2.4949, 0.8134], [-7.2644, 0.6603, 0.5430], [-6.2540, 1.5134, -0.5862], [-9.5480, 3.2980, 0.8498], [-9.1558, 1.6849, 1.3675], [-9.8960, -4.6835, 0.0408], [-8.9017, -4.4930, -0.6415], [-11.1113, -4.2169, -0.2984], [-9.8654, -5.3769, 1.1932], [-11.9416, -4.3635, 0.2504], [-11.1783, -3.6893, -1.1591], [-8.9698, -5.7457, 1.4850], [-10.6735, -5.5442, 1.7687]], "forces_ev_per_a": [[-2.00, 2.43, 0.77], [1.81, 0.45, 1.52], [3.23, -2.55, -0.47], [-1.84, -1.60, 0.43], [0.03, -0.58, -0.16], [-0.37, 0.74, 0.51], [0.44, -0.31, 1.43], [0.43, 1.97, 0.46], [0.68, 0.51, 0.47], [2.28, 4.04, -5.94], [0.97, 2.47, -2.06], [-3.22, -6.66, 8.97], [-1.61, -0.61, 0.16], [0.80, -0.14, -4.02], [0.35, 0.96, -1.04], [-0.17, -1.34, 0.20], [-0.47, 0.69, 0.79], [-2.36, -0.54, -0.79], [-0.56, -0.51, 1.54], [-2.18, -0.10, 2.85], [3.12, -4.08, -4.69], [3.29, -3.59, -4.79], [-1.47, 3.85, 0.89], [-2.92, 3.03, 4.57], [0.78, 0.54, -2.59], [2.10, -0.53, 1.67], [-0.58, -2.42, -0.72], [-1.01, 0.19, -0.80], [-1.86, 0.64, -1.19], [-2.11, 0.80, -0.62], [0.76, -0.27, 2.37], [1.62, 1.63, -1.23], [1.51, 1.75, 0.25], [-0.77, -1.28, 1.71], [0.82, -1.25, -2.05], [-0.08, -1.87, -0.98], [-2.02, 1.17, -0.79], [1.79, 1.45, -1.01], [-1.03, 1.59, 0.28], [0.13, 0.08, 1.20], [2.49, 0.51, 0.91], [-0.94, -1.02, 2.12], [1.30, -0.82, -0.12], [-1.77, -0.45, -0.36], [-0.90, -1.61, 1.94], [-1.53, 2.15, -0.35], [2.46, 0.44, -0.96], [-0.09, -2.60, 1.07], [0.17, 2.62, -1.38], [-0.33, 0.47, -0.02], [0.05, -0.54, -0.09], [1.52, -0.48, 0.00], [-0.72, 0.58, 0.18], [-0.10, -0.16, -0.04], [-0.16, 0.41, -0.01], [-0.14, -0.03, -0.09], [0.01, -0.21, -0.07], [-0.14, -0.25, 0.38], [-0.23, 0.18, 0.28], [-0.05, -1.27, -0.34], [0.23, 1.50, -0.30], [-0.07, 0.00, 0.18], [0.16, 0.30, -0.16], [0.20, -0.31, -0.17], [-0.15, -0.04, 0.11], [-0.11, 0.01, -0.07], [0.47, -0.21, -0.25], [0.64, -0.02, 1.22], [-0.80, 0.24, -0.93], [0.12, -0.10, -0.11], [-0.35, 0.15, -0.10], [0.01, 0.09, 0.38], [0.12, -0.12, -0.09], [-0.40, 0.21, -0.58], [0.70, -0.45, 0.55], [-0.56, 0.60, 1.01], [0.40, -0.48, -0.45], [0.00, 0.02, 0.07], [-0.05, -0.03, -0.41], [-0.36, 0.30, -0.23], [0.18, -0.05, 0.07], [-0.36, 0.06, -0.72], [0.14, 0.27, -0.04], [1.06, 0.45, 1.41], [-0.31, -0.69, -0.64], [-0.01, 0.15, -0.14], [-0.25, -0.31, -0.05], [-0.15, -0.01, 0.44], [0.01, 0.20, -0.15], [0.78, -0.49, 0.75], [-0.12, 0.06, -0.12], [-1.06, 0.80, 0.91], [0.39, -0.42, -1.53], [0.24, -0.11, 0.11], [0.06, -0.01, -0.37], [-0.29, 0.23, 0.14], [0.11, -0.08, 0.15], [0.09, 0.18, -0.17], [-0.08, -0.12, 0.45], [0.10, -1.40, -0.21], [0.13, 1.13, 0.02], [-0.12, 0.03, 0.15], [0.05, 0.32, -0.21], [0.11, -0.22, -0.20], [-0.10, -0.01, 0.16], [0.15, 0.14, -0.27], [0.26, 0.31, -0.12], [0.93, -0.73, -0.29], [-1.24, 0.40, 0.72], [0.08, 0.08, -0.16], [-0.35, -0.23, 0.27], [0.21, -0.34, 0.00], [0.05, 0.15, -0.14], [0.44, 0.16, -0.47], [0.03, -0.07, -0.12], [-1.00, 0.68, -0.70], [0.52, -0.80, 1.19], [0.16, 0.02, -0.11], [-0.01, -0.21, 0.33], [-0.43, 0.14, -0.09], [0.16, 0.02, -0.12]], "mulliken_charge": [-0.7111, 0.5326, 0.6010, 0.3389, -0.9836, -0.5152, -0.9409, 0.6448, -0.3535, -0.6064, 0.6504, -0.4964, -0.5474, 0.2759, -0.4700, -0.3153, -0.9034, -0.2196, -0.1219, 0.2805, -0.2194, -0.3290, -0.0039, -0.1227, 0.3122, 0.0883, 0.4067, 0.2750, -0.6231, 0.2486, 0.2355, 0.3363, 0.3212, 0.0708, 0.1014, 0.3070, 0.2083, 0.2988, 0.3771, 0.3305, -0.1732, 0.3561, 0.3038, 0.0568, 0.3553, 0.3234, 0.1443, 0.3293, 0.3552, 0.6463, -0.6892, -0.4023, -0.2945, 0.1579, 0.2232, 0.2248, 0.1523, 0.7475, -0.6353, -0.4465, -0.0702, 0.1431, 0.2493, -0.1115, 0.1802, 0.7150, -0.7105, -0.3732, -0.4409, 0.1737, 0.2233, 0.2215, 0.1570, 0.7649, -0.6597, -0.4072, -0.1826, 0.1297, 0.2020, 0.1210, 0.1885, 0.7163, -0.6686, -0.3766, -0.3241, 0.1558, 0.2158, 0.2088, 0.1150, 0.5840, -0.6631, -0.2928, -0.3328, 0.1615, 0.1949, 0.2117, 0.1484, 0.6918, -0.6762, -0.4284, -0.4047, 0.1596, 0.2184, 0.2158, 0.1562, 0.7198, -0.6699, -0.2774, -0.3962, 0.1518, 0.1000, 0.2249, 0.1626, 0.6349, -0.6234, -0.4125, -0.3609, 0.1625, 0.2251, 0.1944, 0.1697]}

=====

Record 2
{"formula": "C18H27F3N2O", "method": "ωB97M-V/def2-TZVPD", "homo_ev": -8.1, "fmax_ev_per_a": 0.550, "lumo_energy_ev": 0.76, "gap_ev": 8.83, "smiles": "CC(C)CN1CCN(Cc2ccc(C(F)(F)F)cc2)C[C@H]1CCO", "e_tot_ev": -32284.893, "molar_mass_g_mol": 344.42, "spin_multiplicity": 1, "elements": ["C", "H", "H", "H", "C", "C", "H", "H", "H", "H", "C", "N", "C", "C", "N", "C", "H", "C", "C", "H", "C", "H", "O", "H", "H", "H", "H", "H", "C", "C", "C", "C", "C", "C", "C", "H", "H", "C", "F", "F", "F", "H", "H", "H", "H", "H", "H", "H", "H", "H", "H"], "coordinates": [[2.4395, 4.0691, -2.8841], [2.0202, 4.8027, -2.1985], [3.4346, 3.8022, -2.5336], [2.5345, 4.5314, -3.8639], [1.5517, 2.8302, -2.9632], [2.1264, 1.8021, -3.9313], [3.1261, 1.5064, -3.6195], [1.4869, 0.9249, -3.9390], [2.1842, 2.2119, -4.9371], [0.5664, 3.1347, -3.3301], [1.3932, 2.2092, -1.5666], [0.6235, 0.9805, -1.6148], [-0.8100, 1.1729, -1.7022], [-1.4712, 1.4694, -0.3500], [-1.1461, 0.4136, 0.5905], [0.2933, 0.3322, 0.7555], [0.7048, 1.2840, 1.1433], [0.9544, 0.0037, -0.5946], [0.5650, -1.4193, -1.0233], [0.9785, -2.1139, -0.2910], [1.0717, -1.7922, -2.4151], [1.2314, -2.8803, -2.4673], [0.1111, -1.4110, -3.3777], [0.4794, -1.5379, -4.2575], [2.0296, -1.2919, -2.6069], [-0.5182, -1.5206, -1.0165], [2.0427, 0.0234, -0.4594], [0.5209, -0.4544, 1.4786], [-1.8260, 0.5697, 1.8626], [-1.7174, -0.6817, 2.6887], [-1.8807, -1.9214, 2.0788], [-1.7895, -3.0858, 2.8144], [-1.5431, -3.0152, 4.1808], [-1.3782, -1.7858, 4.8025], [-1.4650, -0.6267, 4.0528], [-1.3337, 0.3298, 4.5371], [-1.1843, -1.7389, 5.8632], [-1.4139, -4.2832, 4.9719], [-2.2451, -5.2495, 4.5476], [-0.1708, -4.8057, 4.8926], [-1.6613, -4.1178, 6.2804], [-1.9148, -4.0473, 2.3404], [-2.0681, -1.9572, 1.0178], [-2.8855, 0.7548, 1.6521], [-1.4433, 1.4339, 2.4372], [-1.1406, 2.4564, 0.0262], [-2.5558, 1.5041, -0.4796], [-1.2378, 0.2604, -2.1203], [-1.0165, 1.9906, -2.3930], [2.3915, 1.9715, -1.1886], [0.9555, 2.9622, -0.8904]], "forces_ev_per_a": [[-0.30, -0.14, -0.02], [0.01, 0.13, 0.08], [0.15, -0.02, 0.04], [0.06, 0.09, -0.07], [0.26, -0.08, 0.12], [-0.27, 0.19, 0.04], [0.18, -0.07, 0.04], [0.00, -0.16, -0.07], [0.07, 0.03, -0.13], [-0.02, 0.01, 0.02], [-0.16, 0.19, -0.28], [0.20, -0.01, 0.12], [-0.24, 0.07, 0.11], [0.05, 0.04, -0.28], [-0.09, 0.12, 0.09], [0.32, -0.07, -0.15], [-0.05, -0.04, 0.04], [-0.07, -0.31, 0.35], [0.28, 0.23, -0.41], [-0.05, -0.06, 0.06], [0.23, -0.27, 0.42], [0.04, 0.16, 0.02], [-0.30, 0.11, -0.32], [-0.02, -0.01, 0.06], [-0.01, -0.02, 0.02], [-0.07, -0.14, 0.07], [-0.09, 0.02, -0.01], [0.05, 0.04, 0.01], [-0.05, 0.06, -0.14], [0.01, -0.05, 0.17], [0.01, 0.00, 0.05], [0.01, 0.01, 0.19], [-0.02, -0.01, 0.10], [-0.04, -0.25, -0.03], [-0.02, 0.02, -0.13], [0.03, 0.12, 0.02], [0.01, 0.00, 0.08], [0.15, -0.29, 0.14], [-0.16, 0.02, -0.20], [0.13, 0.08, -0.11], [-0.06, 0.24, 0.12], [-0.03, -0.08, -0.05], [-0.01, -0.01, -0.14], [0.07, 0.08, 0.02], [-0.06, -0.06, -0.05], [-0.05, -0.03, 0.02], [0.02, 0.05, 0.01], [-0.13, 0.09, -0.04], [-0.04, -0.03, -0.05], [0.01, 0.01, 0.03], [0.09, -0.01, 0.03]], "mulliken_charge": [-1.6589, 0.4089, 0.3552, 0.4185, 0.9995, -1.2397, 0.2632, 0.1468, 0.4434, 0.1695, -1.2208, 0.7242, -1.0640, -0.6727, 0.4332, -1.2128, 0.1927, -0.4958, -0.7466, 0.5052, -0.7369, 0.4832, -0.5720, 0.3058, 0.2715, 0.2152, 0.6739, 0.5957, -1.1873, 0.6728, 0.0831, -1.0118, 0.3528, -0.7718, -0.7676, 0.3781, 0.4232, 0.9181, -0.2677, -0.2592, -0.2757, 0.4197, 0.3579, 0.3834, 0.3489, 0.2587, 0.4921, 0.3744, 0.4045, 0.5604, 0.1274]}

=====

Record 3
{"formula": "C5H8N2S", "method": "ωB97M-V/def2-TZVPD", "homo_ev": -7.9, "fmax_ev_per_a": 1.910, "lumo_energy_ev": 0.68, "gap_ev": 8.59, "smiles": "C=CC(/C=N\\S)=C\\N", "e_tot_ev": -19128.109, "molar_mass_g_mol": 128.20, "spin_multiplicity": 1, "elements": ["C", "C", "C", "C", "C", "H", "H", "H", "H", "H", "H", "H", "H", "N", "N", "S"], "coordinates": [[-1.2826, -1.0808, -0.0684], [-0.1687, -0.3269, 0.1925], [-0.1219, 1.1120, -0.1008], [0.7715, 1.9680, 0.4740], [0.9412, -1.1245, 0.8041], [-2.5055, 0.4176, -0.6566], [-3.2480, -1.1612, -0.8149], [-1.2487, -2.1388, 0.1382], [-0.8305, 1.5069, -0.8238], [0.7682, 3.0444, 0.3146], [1.5090, 1.5800, 1.1792], [0.7191, -1.7874, 1.6621], [1.9616, 0.2398, -1.3664], [-2.3945, -0.5840, -0.6794], [2.1648, -1.2825, 0.4788], [2.9650, -0.3825, -0.7334]], "forces_ev_per_a": [[0.84, 0.98, -0.19], [-0.30, -0.91, 0.05], [1.41, 0.87, 0.95], [-0.96, -1.03, -0.31], [0.22, -0.36, 0.25], [-0.29, -0.25, -0.13], [1.31, 0.87, 0.34], [-0.22, -0.14, 0.04], [0.00, 0.00, 0.07], [-0.05, -0.31, -0.22], [-0.18, 0.13, -0.17], [-0.46, 0.33, -0.46], [-0.17, 0.09, -0.02], [-1.26, -0.74, -0.14], [0.21, 1.02, -0.30], [-0.11, -0.56, 0.25]], "mulliken_charge": [-0.3699, 0.6966, -0.3300, -0.7850, -0.3115, 0.1776, 0.2223, 0.3751, 0.2028, 0.2768, 0.2694, 0.3928, 0.1600, -0.4005, -0.4472, -0.1295]}